A 11-piece molecular cluster, C81H185N11O17 overall. Source: the OMol25 dataset; level of theory: ωB97M-V/def2-TZVPD.

Output
Highest occupied orbital energy (Eh): -0.29611
Multiplicity: 1
SMILES: CC1(C)CCCC(C)(C)N1O.CC1(C)CCCC(C)(C)N1O.CC1(C)CCCC(C)(C)N1O.CC1(C)CCCC(C)(C)N1O.CC1(C)CCCC(C)(C)N1O.COCCNCCOC.COCCNCCOC.COCCNCCOC.COCCNCCOC.COCCNCCOC.COCCNCCOC
Relative energy (zero: lowest compared OMol25 entry of this formula, charge and spin) (kcal/mol): 87.32
LUMO level (eV): 0.24

Each line ends with the Löwdin charge.
CARTESIAN COORDINATES (ANGSTROEM)
C (-11.180016, 14.515136, 45.414626)  -0.05
C (-12.007476, 15.097495, 46.548302)  -0.48
C (-11.061261, 15.993936, 47.444902)  -0.02
C (-13.093820, 16.017142, 45.891073)  -0.12
C (-14.287914, 16.453931, 46.806959)  -0.16
C (-14.911345, 15.180197, 47.426719)  -0.13
C (-13.824691, 14.290419, 48.149647)  -0.52
C (-13.530423, 14.799757, 49.546162)  -0.04
C (-14.569234, 12.944713, 48.346377)  -0.04
N (-12.698221, 14.048403, 47.295068)  -0.13
O (-11.913018, 13.001290, 47.750582)  0.00
H (-10.740485, 15.379009, 44.916008)  0.09
H (-10.355043, 13.861936, 45.698991)  0.08
H (-11.784676, 13.951804, 44.703894)  0.08
H (-10.577881, 16.820494, 46.924083)  0.08
H (-11.610241, 16.389426, 48.299484)  0.05
H (-10.202635, 15.453093, 47.842836)  0.08
H (-12.626079, 16.967605, 45.634306)  0.11
H (-13.593589, 15.546022, 45.044683)  0.11
H (-13.923281, 17.031496, 47.656407)  0.10
H (-15.015056, 16.975628, 46.184715)  0.11
H (-15.474391, 14.553431, 46.735167)  0.10
H (-15.660448, 15.590422, 48.103959)  0.11
H (-12.944544, 14.061267, 50.093407)  0.09
H (-14.418841, 14.914487, 50.167169)  0.08
H (-13.063314, 15.782725, 49.485502)  0.06
H (-15.399900, 13.166016, 49.016544)  0.08
H (-13.932396, 12.135960, 48.704782)  0.08
H (-15.069446, 12.692970, 47.411223)  0.07
H (-12.067557, 12.346053, 47.066193)  0.11
C (-15.236855, 11.732095, 39.051594)  -0.05
C (-16.585676, 11.705015, 39.670054)  -0.46
C (-17.556388, 10.713535, 38.938492)  -0.04
C (-16.452138, 11.146644, 41.153338)  -0.15
C (-16.070136, 12.195916, 42.120380)  -0.22
C (-16.951925, 13.445200, 42.010767)  -0.13
C (-17.079345, 14.094956, 40.630855)  -0.51
C (-18.307980, 14.953569, 40.637163)  -0.07
C (-15.878827, 15.056020, 40.349340)  -0.02
N (-17.352043, 13.020607, 39.623337)  -0.09
O (-17.474613, 13.516555, 38.303649)  -0.02
H (-15.349825, 12.053677, 38.016243)  0.08
H (-14.461063, 12.350326, 39.503282)  0.08
H (-14.850154, 10.722525, 38.912504)  0.09
H (-17.609694, 11.090931, 37.917289)  0.07
H (-17.225238, 9.675744, 38.900643)  0.08
H (-18.581587, 10.783961, 39.301990)  0.08
H (-17.433405, 10.936497, 41.578830)  0.11
H (-15.960183, 10.181505, 41.273957)  0.12
H (-16.133154, 11.851648, 43.152667)  0.11
H (-15.037893, 12.487327, 41.926300)  0.11
H (-16.514862, 14.194222, 42.671107)  0.11
H (-17.916142, 13.185183, 42.447525)  0.12
H (-19.180318, 14.321198, 40.802105)  0.09
H (-18.511588, 15.422152, 39.674298)  0.08
H (-18.274485, 15.826393, 41.289192)  0.09
H (-16.097606, 15.467484, 39.363995)  0.08
H (-14.925137, 14.535806, 40.260273)  0.07
H (-15.807828, 15.774938, 41.165564)  0.08
H (-18.425063, 13.565931, 38.177833)  0.10
C (-9.114799, 13.983462, 38.835758)  -0.02
C (-7.609374, 14.190677, 39.186807)  -0.50
C (-7.408730, 15.540400, 39.879097)  -0.04
C (-7.320406, 13.110994, 40.231125)  -0.14
C (-6.838275, 11.724529, 39.741497)  -0.18
C (-5.743632, 11.928800, 38.696315)  -0.13
C (-6.255905, 12.844634, 37.539494)  -0.49
C (-5.002163, 13.071413, 36.723880)  -0.06
C (-7.247381, 12.039409, 36.596556)  -0.02
N (-6.743028, 14.116651, 38.022280)  -0.12
O (-7.125701, 15.066881, 37.077249)  0.00
H (-9.309448, 14.766399, 38.102814)  0.07
H (-9.216372, 13.029617, 38.318109)  0.07
H (-9.865420, 14.180352, 39.601209)  0.09
H (-7.428970, 16.445844, 39.272571)  0.08
H (-8.006405, 15.695514, 40.777339)  0.09
H (-6.419623, 15.543214, 40.337088)  0.07
H (-6.569089, 13.389872, 40.969946)  0.11
H (-8.197072, 12.763625, 40.777829)  0.11
H (-6.499649, 11.103258, 40.570615)  0.11
H (-7.710626, 11.229213, 39.315155)  0.10
H (-5.471589, 10.927753, 38.361653)  0.12
H (-4.868147, 12.392705, 39.150652)  0.12
H (-4.234717, 13.605503, 37.284117)  0.09
H (-5.251169, 13.652104, 35.835685)  0.08
H (-4.616468, 12.127445, 36.338808)  0.08
H (-7.835686, 12.663256, 35.923642)  0.08
H (-7.880063, 11.343468, 37.147449)  0.06
H (-6.633388, 11.446209, 35.918891)  0.07
H (-6.329988, 15.599649, 37.009503)  0.10
C (0.109767, 9.801702, 43.074935)  -0.05
C (0.141550, 11.198878, 43.622332)  -0.51
C (-0.631141, 11.142292, 44.967113)  -0.04
C (1.610928, 11.527674, 43.960497)  -0.11
C (2.395987, 11.937433, 42.657209)  -0.18
C (1.774136, 13.116664, 41.947705)  -0.13
C (0.303908, 12.778368, 41.589613)  -0.50
C (-0.341953, 14.178116, 41.279423)  -0.03
C (0.131095, 11.875915, 40.415046)  -0.04
N (-0.419939, 12.285225, 42.776265)  -0.12
O (-1.729550, 12.025675, 42.493865)  -0.02
H (0.728856, 9.617481, 42.196941)  0.07
H (-0.897069, 9.587040, 42.716737)  0.09
H (0.291080, 9.010217, 43.802098)  0.09
H (-0.873301, 12.085378, 45.457052)  0.08
H (-0.078233, 10.547733, 45.694369)  0.08
H (-1.575116, 10.615062, 44.829129)  0.08
H (1.655780, 12.353770, 44.670191)  0.12
H (2.025486, 10.629427, 44.418088)  0.12
H (2.533849, 11.057967, 42.028215)  0.10
H (3.440382, 12.158618, 42.877243)  0.10
H (2.302116, 13.332791, 41.018929)  0.13
H (1.734466, 13.958954, 42.638417)  0.12
H (-0.104356, 15.027615, 41.919731)  0.08
H (-0.103398, 14.443999, 40.249624)  0.08
H (-1.430936, 14.165376, 41.234114)  0.07
H (0.519722, 12.240922, 39.464335)  0.09
H (0.554711, 10.886065, 40.584888)  0.07
H (-0.904654, 11.729829, 40.108498)  0.09
H (-2.219147, 12.665012, 43.016506)  0.11
C (-4.116131, 1.592095, 38.016873)  -0.04
C (-3.306164, 1.569212, 36.702892)  -0.49
C (-2.622854, 0.178638, 36.564652)  -0.03
C (-4.279538, 1.777350, 35.502045)  -0.15
C (-4.822962, 3.176733, 35.337811)  -0.20
C (-3.643267, 4.120346, 35.145340)  -0.16
C (-2.646881, 4.073973, 36.305166)  -0.46
C (-1.401168, 4.898501, 35.803957)  -0.04
C (-3.288457, 4.849240, 37.495592)  -0.03
N (-2.290843, 2.653232, 36.638960)  -0.11
O (-1.260841, 2.611785, 37.609902)  -0.01
H (-4.436597, 0.592047, 38.308955)  0.08
H (-3.595719, 1.979146, 38.892915)  0.08
H (-5.058239, 2.128546, 37.903920)  0.07
H (-2.150660, -0.126060, 37.498619)  0.08
H (-3.443689, -0.500215, 36.333333)  0.08
H (-1.978673, 0.253119, 35.688541)  0.08
H (-3.728288, 1.475288, 34.611545)  0.12
H (-5.101235, 1.086369, 35.690341)  0.12
H (-5.478105, 3.186905, 34.466726)  0.11
H (-5.566489, 3.419720, 36.096915)  0.11
H (-4.113292, 5.095190, 35.015497)  0.12
H (-3.165873, 3.810215, 34.215822)  0.12
H (-0.836499, 5.288803, 36.650653)  0.07
H (-1.643780, 5.750651, 35.169076)  0.08
H (-0.672763, 4.400470, 35.164040)  0.08
H (-3.652855, 5.852184, 37.273293)  0.08
H (-2.530320, 4.887930, 38.277781)  0.08
H (-4.140871, 4.295087, 37.888540)  0.06
H (-0.498203, 2.531069, 37.032428)  0.10
C (-9.169788, 20.731051, 36.224463)  -0.12
O (-9.783742, 21.908540, 35.767181)  -0.19
C (-9.353682, 22.206860, 34.438533)  -0.22
C (-9.674652, 23.663013, 34.114247)  -0.20
N (-11.129524, 23.869721, 34.185667)  -0.05
C (-11.458085, 25.295795, 34.408546)  -0.21
C (-12.963709, 25.562767, 34.483957)  -0.23
O (-13.386246, 25.138391, 35.803970)  -0.21
C (-14.841828, 25.012634, 35.840182)  -0.08
H (-8.219210, 20.957510, 36.707375)  0.09
H (-8.900119, 20.095418, 35.381048)  0.08
H (-9.738936, 20.055907, 36.863483)  0.08
H (-9.887220, 21.561429, 33.740778)  0.12
H (-8.272633, 22.121835, 34.328111)  0.12
H (-9.360545, 23.986859, 33.121996)  0.12
H (-9.163076, 24.234858, 34.888447)  0.11
H (-11.703627, 23.317749, 34.806807)  0.10
H (-11.145905, 25.858493, 33.528766)  0.12
H (-11.131132, 25.728434, 35.354072)  0.12
H (-13.411862, 24.926745, 33.720597)  0.11
H (-13.258027, 26.575886, 34.209966)  0.12
H (-15.255103, 25.979874, 35.554247)  0.08
H (-15.083422, 24.791310, 36.879767)  0.08
H (-15.263479, 24.231038, 35.208184)  0.08
C (-12.043041, 8.225905, 37.002814)  -0.12
O (-12.725603, 7.224073, 37.735843)  -0.17
C (-11.977616, 6.789332, 38.835048)  -0.27
C (-12.527648, 5.582501, 39.555702)  -0.20
N (-13.745376, 6.009346, 40.275151)  -0.04
C (-14.243362, 4.884276, 41.036574)  -0.23
C (-15.746587, 4.988326, 41.181923)  -0.19
O (-16.362936, 5.048464, 39.847005)  -0.19
C (-17.690047, 4.707846, 39.974990)  -0.16
H (-12.689069, 8.645132, 36.231452)  0.08
H (-11.189281, 7.895433, 36.411228)  0.08
H (-11.695335, 9.068395, 37.600665)  0.08
H (-11.996902, 7.614948, 39.546443)  0.12
H (-10.975259, 6.530881, 38.493598)  0.12
H (-11.718118, 5.391048, 40.260054)  0.12
H (-12.646389, 4.783088, 38.824310)  0.12
H (-14.445005, 6.337904, 39.625022)  0.10
H (-13.791069, 4.818942, 42.026152)  0.12
H (-14.090153, 3.913294, 40.565602)  0.11
H (-16.042969, 5.847124, 41.784188)  0.12
H (-16.156777, 4.119136, 41.696078)  0.11
H (-18.139517, 5.311373, 40.763559)  0.09
H (-17.723556, 3.666035, 40.293766)  0.08
H (-18.307719, 4.794034, 39.081029)  0.09
C (-10.260538, 24.416291, 39.681750)  -0.09
O (-11.037264, 24.435765, 40.889416)  -0.21
C (-12.451601, 24.634630, 40.755833)  -0.17
C (-13.083793, 23.227545, 40.447817)  -0.22
N (-13.031737, 22.285151, 41.550723)  -0.07
C (-13.290631, 20.855515, 41.152906)  -0.16
C (-12.107582, 20.220623, 40.355145)  -0.18
O (-11.168562, 19.623798, 41.296468)  -0.20
C (-10.113794, 20.500765, 41.674943)  -0.09
H (-10.383958, 25.344960, 39.124573)  0.08
H (-10.682125, 23.700098, 38.976451)  0.07
H (-9.182761, 24.329509, 39.819430)  0.09
H (-12.686174, 25.377976, 39.993915)  0.11
H (-12.880302, 25.054665, 41.665711)  0.12
H (-12.664260, 22.880226, 39.503638)  0.09
H (-14.144597, 23.368257, 40.240414)  0.11
H (-12.174179, 22.324445, 42.082852)  0.07
H (-14.251586, 20.901134, 40.640481)  0.10
H (-13.502569, 20.304025, 42.068904)  0.11
H (-11.786272, 20.923364, 39.586373)  0.11
H (-12.615428, 19.398247, 39.851258)  0.11
H (-10.583337, 21.445042, 41.950533)  0.06
H (-9.676374, 20.737524, 40.705038)  0.08
H (-9.376108, 20.112520, 42.377215)  0.09
C (-17.549822, 20.353161, 37.893416)  -0.15
O (-16.609082, 20.709201, 36.930564)  -0.20
C (-15.572155, 19.687431, 36.622348)  -0.13
C (-14.278628, 20.369894, 36.024410)  -0.22
N (-13.079361, 19.566658, 35.818564)  -0.06
C (-13.225872, 18.532319, 34.728575)  -0.17
C (-13.234794, 17.077100, 35.275020)  -0.21
O (-12.825113, 16.241592, 34.193525)  -0.21
C (-12.510575, 14.930727, 34.574332)  -0.12
H (-17.892027, 19.324658, 37.778621)  0.08
H (-18.446271, 20.973221, 37.895933)  0.09
H (-17.167223, 20.363340, 38.914007)  0.08
H (-16.048849, 18.987979, 35.935599)  0.11
H (-15.177181, 19.238228, 37.533564)  0.11
H (-14.083388, 21.259137, 36.623783)  0.11
H (-14.404336, 20.934403, 35.100491)  0.10
H (-12.176645, 20.016937, 35.868103)  0.09
H (-12.330466, 18.623857, 34.113786)  0.11
H (-14.024374, 18.726400, 34.012452)  0.12
H (-14.234831, 16.797808, 35.606727)  0.12
H (-12.488855, 17.058645, 36.069600)  0.12
H (-12.291654, 14.382647, 33.657946)  0.09
H (-13.364935, 14.410254, 35.007085)  0.08
H (-11.631143, 14.954417, 35.217856)  0.09
C (-10.943375, 16.911763, 28.018271)  -0.10
O (-10.028655, 17.875362, 28.521686)  -0.18
C (-9.688832, 17.729432, 29.866026)  -0.23
C (-8.881026, 16.517036, 30.331723)  -0.23
N (-7.649870, 16.213570, 29.590737)  -0.05
C (-7.089737, 15.007597, 30.154710)  -0.23
C (-5.726562, 14.700301, 29.613036)  -0.25
O (-5.372604, 13.619962, 30.405314)  -0.20
C (-3.975453, 13.353102, 30.489731)  -0.10
H (-11.794943, 16.805226, 28.690270)  0.09
H (-10.454258, 15.962198, 27.801004)  0.08
H (-11.317141, 17.186895, 27.032017)  0.09
H (-10.630029, 17.645471, 30.409335)  0.11
H (-9.198533, 18.617026, 30.265878)  0.12
H (-9.416775, 15.574750, 30.446508)  0.11
H (-8.671632, 16.754617, 31.374702)  0.12
H (-8.081901, 16.091122, 28.686054)  0.10
H (-7.762039, 14.171419, 29.962547)  0.13
H (-6.881986, 15.131300, 31.217543)  0.13
H (-5.041660, 15.520398, 29.828540)  0.12
H (-5.758860, 14.428257, 28.558019)  0.13
H (-3.371844, 14.216477, 30.769596)  0.08
H (-3.583617, 13.031168, 29.524886)  0.08
H (-3.789260, 12.543116, 31.194965)  0.09
C (-4.585616, 19.993594, 32.796824)  -0.15
O (-3.635692, 19.950465, 33.790572)  -0.19
C (-2.705261, 18.865140, 33.604157)  -0.18
C (-3.129737, 17.655076, 34.502953)  -0.16
N (-3.671103, 18.097293, 35.825634)  -0.06
C (-2.703994, 18.244088, 36.841848)  -0.24
C (-3.319189, 18.734252, 38.141634)  -0.22
O (-4.013197, 19.976023, 38.047426)  -0.19
C (-4.508144, 20.428204, 39.253413)  -0.13
H (-4.244107, 20.061614, 31.763934)  0.09
H (-5.013931, 20.995253, 32.760481)  0.09
H (-5.367043, 19.247385, 32.940476)  0.09
H (-1.722469, 19.212977, 33.922327)  0.11
H (-2.665667, 18.532619, 32.566859)  0.11
H (-2.348103, 16.915394, 34.676237)  0.11
H (-3.934265, 17.156640, 33.962231)  0.10
H (-4.110540, 18.980215, 35.607842)  0.09
H (-2.002000, 18.999949, 36.489740)  0.12
H (-2.043420, 17.407042, 37.067918)  0.12
H (-2.563922, 18.826211, 38.922152)  0.12
H (-3.973098, 17.946111, 38.514916)  0.11
H (-5.317492, 21.112886, 38.999900)  0.09
H (-3.671591, 20.895795, 39.772672)  0.09
H (-4.943328, 19.641377, 39.869526)  0.08

Force components x, y, z for each atom (eV/Å):
C 0.201 0.043 -0.228
C 0.124 0.935 0.677
C -0.180 -0.432 0.014
C -0.716 0.645 1.298
C 0.998 -2.173 -0.148
C 0.837 0.920 0.094
C -2.430 -0.691 0.255
C 0.276 0.476 0.366
C -0.369 0.555 -0.312
N -0.897 0.932 -1.507
O 0.854 -0.117 0.152
H 0.053 -0.118 -0.321
H -0.047 0.088 0.434
H -0.195 0.120 -0.046
H -0.430 0.133 -0.378
H 0.071 0.116 -0.132
H -0.217 -0.520 0.084
H 0.314 -0.265 -0.650
H 0.536 -0.145 -0.288
H -0.122 0.502 -0.223
H 0.064 0.301 0.295
H 0.291 0.160 -0.432
H 0.015 -0.576 0.607
H 0.546 0.258 -0.116
H -0.316 0.048 -0.334
H 0.280 -0.154 0.404
H 0.110 -0.334 0.368
H -0.209 0.133 0.096
H 0.343 -0.448 -0.159
H 0.205 -0.394 0.099
C 0.710 -0.150 -1.752
C -1.849 -1.040 1.446
C 0.651 0.961 -0.731
C -2.242 0.646 -0.234
C 1.548 1.360 0.135
C 0.430 -0.441 0.334
C 0.680 -0.185 -0.368
C -1.199 0.616 -0.624
C -0.393 -1.362 -0.475
N 0.481 -0.806 1.813
O 0.671 0.061 0.158
H 0.067 0.420 -0.124
H -0.264 0.008 0.319
H 0.081 -0.182 0.452
H 0.002 -0.300 -0.286
H 0.158 0.070 0.216
H 0.217 -0.044 0.464
H -0.785 -0.461 -0.819
H 0.624 0.269 -0.593
H 0.155 -0.159 0.018
H 0.339 0.194 0.263
H -0.110 0.151 0.100
H -0.332 0.090 -0.295
H -0.097 0.136 0.485
H 0.344 -0.115 -0.370
H 0.090 -0.358 0.546
H 0.230 0.570 0.180
H 0.029 -0.108 0.153
H -0.072 0.241 -0.332
H -0.121 -0.085 -0.078
C 0.636 1.161 -1.490
C -1.750 -0.197 1.136
C 0.931 0.366 0.765
C 1.034 -2.005 0.809
C 0.059 1.080 -0.802
C -1.501 0.052 0.527
C 0.062 -1.612 -1.196
C 0.072 0.615 -1.017
C 0.705 0.113 0.329
N 0.665 -0.471 2.255
O 0.008 -0.359 -0.686
H -0.288 -0.095 -0.387
H -0.374 -0.105 0.275
H 0.442 -0.478 0.420
H -0.444 -0.274 -0.317
H -0.701 -0.194 -0.300
H 0.449 -0.109 -0.274
H 0.005 0.574 0.005
H -0.394 1.142 0.226
H 0.007 0.147 0.115
H 0.121 -0.304 -0.271
H 0.270 0.225 -0.672
H 0.039 0.054 0.066
H 0.015 -0.050 0.070
H 0.097 0.222 -0.117
H 0.133 -0.034 0.262
H -0.122 0.301 0.384
H -0.180 0.182 -0.015
H 0.018 -0.247 0.091
H 0.032 0.376 -0.227
C -1.111 -1.025 -1.350
C 0.648 0.739 1.261
C -0.400 -0.308 -0.177
C 0.165 0.798 -1.523
C 0.672 -0.783 1.117
C -1.128 -1.435 0.262
C -0.839 2.374 0.547
C -0.583 -0.371 -1.026
C -0.167 -0.911 -1.443
N 2.426 0.039 1.506
O -1.612 -0.523 -0.580
H 0.351 0.152 0.213
H -0.257 0.045 -0.052
H 0.334 0.298 0.255
H 0.291 0.305 -0.364
H 0.212 -0.031 -0.070
H -0.130 0.017 -0.084
H 0.004 0.046 0.096
H 0.217 0.140 0.025
H -0.530 -0.065 -0.352
H 0.070 0.251 0.467
H 0.026 0.320 0.125
H 0.277 0.162 -0.203
H 0.473 -0.381 0.262
H 0.438 0.200 -0.059
H -0.143 -0.463 0.231
H 0.699 0.350 0.211
H 0.048 0.056 -0.025
H -0.321 -0.060 0.685
H -0.151 0.068 0.033
C -0.524 -0.294 0.246
C 0.145 0.719 0.860
C -0.883 1.273 -0.314
C 0.403 -0.595 0.918
C -0.125 -0.624 -0.399
C -1.220 -0.712 0.090
C -0.183 0.983 -0.303
C 0.283 -0.252 0.552
C 0.492 -0.893 0.235
N -0.277 0.932 -1.872
O -0.593 -0.144 0.056
H 0.100 -0.269 -0.159
H 0.275 0.182 -0.257
H 0.090 0.346 0.024
H 0.283 0.039 -0.297
H 0.137 -0.299 0.064
H 0.380 -0.369 0.261
H -0.150 -0.033 -0.225
H 0.001 -0.259 -0.251
H 0.246 0.018 -0.466
H 0.535 0.302 0.645
H 0.749 0.411 0.047
H 0.176 0.161 -0.097
H 0.016 0.005 0.084
H -0.708 0.139 0.309
H -0.191 -0.822 0.132
H 0.333 0.029 -0.315
H -0.139 0.201 0.206
H 0.016 -0.051 -0.007
H 0.333 -0.122 0.232
C 1.051 -0.747 -0.482
O -0.268 0.063 -0.140
C -0.238 0.909 -0.378
C -1.543 -0.833 1.255
N -0.414 1.797 -0.314
C -1.315 -0.073 -0.540
C 0.353 -1.753 0.269
O -1.341 0.053 -1.328
C 1.279 0.547 0.645
H 0.066 0.094 0.291
H 0.003 -0.128 -0.276
H -0.600 0.695 0.263
H 0.158 -0.291 -0.147
H 0.148 -0.469 0.103
H 0.334 -0.253 0.030
H 0.202 0.412 0.006
H 0.765 -0.355 0.388
H 0.623 0.183 0.193
H 0.960 -0.019 0.017
H -0.389 -0.251 -0.040
H 0.160 0.354 0.552
H -0.298 0.009 0.027
H -0.105 0.057 -0.088
H 0.365 -0.125 -0.217
C -0.314 0.371 -0.602
O -0.269 0.150 -1.050
C 0.390 0.220 0.089
C -0.414 2.112 -0.355
N 1.190 -1.127 0.012
C -1.396 -0.028 -0.048
C -0.415 -0.085 -0.793
O 1.773 0.565 0.824
C -1.031 -0.601 0.698
H -0.503 -0.139 0.286
H 0.338 -0.687 0.335
H -0.070 -0.031 0.467
H 0.626 0.089 0.310
H 0.398 0.225 0.082
H -0.270 -0.598 0.268
H -0.224 -0.443 0.214
H -0.044 -0.181 -0.235
H 0.097 0.177 0.117
H 0.372 -0.147 -0.367
H -0.090 0.386 -0.199
H 0.130 -0.267 0.040
H -0.409 0.102 0.091
H -0.438 -0.311 0.103
H 0.563 0.286 -0.281
C -1.556 0.704 -0.508
O 0.737 0.450 0.373
C 0.226 -1.791 -0.481
C -0.474 1.274 0.212
N -0.034 -0.800 0.184
C 0.793 2.002 0.327
C -2.128 -0.990 1.730
O -0.483 -0.134 -0.543
C -0.979 0.956 -1.963
H -0.094 0.533 0.158
H 0.429 -0.615 0.079
H -0.314 -0.509 0.636
H 0.069 -0.200 -0.481
H 0.474 -0.272 0.366
H 0.361 -0.245 -0.141
H -0.221 0.191 -0.173
H 0.034 0.317 -0.186
H 0.152 -0.301 -0.610
H 0.358 -0.206 -0.038
H 0.921 -0.024 0.259
H 0.617 -0.389 -0.250
H 0.583 0.081 0.814
H 1.055 0.208 0.143
H -0.540 -0.270 -0.020
C -0.182 -1.138 0.730
O 1.669 -0.177 -0.846
C 0.270 1.567 -0.062
C -0.075 1.604 -0.530
N -1.671 -2.094 -0.079
C 1.456 0.545 0.933
C 0.328 0.944 -1.182
O -0.432 0.581 0.017
C -0.035 -0.042 -0.522
H -0.159 -0.276 -0.352
H 0.294 0.345 -0.497
H 0.417 0.299 0.208
H 0.247 -0.314 0.137
H -0.504 -0.407 0.176
H 0.350 -0.384 0.925
H -1.206 -0.383 -0.652
H -0.458 0.215 -0.190
H 0.198 -0.259 -0.051
H -0.447 0.168 0.406
H -0.015 -0.165 0.368
H -0.154 -0.250 0.309
H 0.266 0.065 -0.004
H -0.027 0.041 0.513
H -0.027 -0.387 0.284
C 0.333 0.067 -0.107
O 0.348 0.088 -1.163
C -0.652 -0.856 0.937
C 0.415 0.053 0.583
N -1.126 1.397 0.629
C 0.073 0.568 -0.886
C -0.206 -0.023 0.212
O 1.601 -1.541 0.892
C -0.252 -0.215 -0.569
H -0.034 -0.250 0.116
H 0.059 -0.378 0.557
H 0.077 0.696 0.154
H -0.259 0.082 0.458
H 0.112 0.208 -0.715
H -0.901 -0.064 -0.376
H 0.413 0.157 0.169
H 0.893 -0.496 -0.705
H 0.028 -0.445 0.397
H -0.662 0.108 0.112
H -0.001 0.358 -0.437
H 0.277 0.160 -0.294
H -0.223 0.336 0.271
H -0.009 -0.128 -0.266
H -0.306 0.128 0.074
C -1.374 1.333 -0.927
O 1.596 -0.676 -0.164
C 0.045 -0.520 1.336
C -0.837 0.765 0.408
N -0.848 -1.749 -1.983
C 1.045 2.216 0.615
C -0.012 -0.126 0.602
O 0.419 -1.400 -1.882
C -0.143 0.271 0.225
H 0.799 -1.156 -0.185
H -0.579 0.092 0.981
H -0.092 -0.088 -0.283
H -0.015 0.235 -0.132
H 0.026 0.210 -0.098
H 0.206 0.167 -0.226
H -0.114 -0.214 0.111
H -0.136 0.253 0.520
H 0.615 0.508 0.336
H -0.610 -0.623 -0.178
H 0.505 0.086 -0.011
H -0.557 -0.065 -0.027
H 0.212 0.328 0.312
H -0.277 0.345 0.563
H 0.037 -0.269 0.102